Entry 1:
Entry from the OMol25 dataset: a cluster of 9 separate species, C59H64IN11O4 in total in a non-equilibrium geometry (ωB97M-V with the def2-TZVPD basis set).

```
139
Properties=species:S:1:pos:R:3:lowdin_charge:R:1
C 1.46 -1.71 3.45 -0.074
C 1.79 -0.95 2.04 -0.328
O 1.32 -1.75 0.90 -0.118
C 1.19 0.61 1.97 -0.126
O 2.25 1.60 1.76 -0.136
C 2.66 2.29 2.98 -0.334
C 2.71 1.37 4.34 -0.018
N 2.73 0.67 5.42 0.158
C 1.82 3.70 3.19 -0.103
C 0.27 3.48 3.70 -0.181
C -0.81 3.65 2.47 -0.239
N -2.25 3.73 2.89 -0.104
C -3.00 2.43 2.66 -0.201
C -3.20 2.22 1.03 -0.070
C -2.30 0.97 0.36 -0.038
C -2.29 0.59 -1.24 -0.061
C -3.26 1.54 -2.21 -0.042
C -4.19 2.75 -1.54 0.002
C -4.19 3.11 0.07 -0.176
O -5.00 4.17 0.71 -0.095
C 4.25 2.73 2.71 -0.194
C 4.95 3.51 3.97 -0.034
N 5.45 4.41 4.79 0.122
C 4.46 3.49 1.25 -0.116
C 4.87 2.39 0.05 -0.649
O 4.10 2.33 -1.07 -0.138
I 6.55 1.00 0.16 0.910
H 2.39 -1.63 4.16 0.063
H 0.45 -1.35 3.92 0.087
H 1.34 -2.87 3.19 0.101
H 2.98 -0.87 1.93 0.150
H 1.46 -1.23 0.03 0.122
H 0.43 0.84 2.83 0.120
H 0.53 0.61 0.97 0.129
H 1.75 4.31 2.17 0.132
H 2.32 4.44 3.96 0.130
H 0.02 4.34 4.48 0.127
H 0.08 2.47 4.28 0.111
H -0.56 2.83 1.67 0.104
H -0.56 4.71 1.96 0.139
H -2.71 4.44 2.25 0.109
H -2.51 1.49 3.19 0.128
H -4.08 2.57 3.12 0.118
H -1.63 0.33 1.07 0.064
H -1.63 -0.29 -1.65 0.080
H -3.26 1.33 -3.37 0.052
H -4.88 3.41 -2.23 0.087
H -5.78 3.68 1.13 0.129
H 4.83 1.69 2.60 0.117
H 3.46 3.99 0.85 0.136
H 5.35 4.27 1.25 0.143
C -1.00 0.20 -8.04 -0.094
C -1.79 -0.63 -7.25 -0.089
C -2.33 -0.11 -6.08 -0.142
N -2.13 1.16 -5.67 0.058
C -1.36 1.94 -6.46 -0.141
C -0.78 1.51 -7.64 -0.075
H -0.56 -0.18 -8.96 0.110
H -1.98 -1.66 -7.53 0.104
H -2.95 -0.71 -5.43 0.088
H -1.22 2.96 -6.10 0.106
H -0.17 2.19 -8.23 0.104
C 4.58 0.78 8.61 -0.081
C 5.61 0.82 9.55 -0.086
C 6.57 1.81 9.42 -0.160
N 6.57 2.74 8.44 0.052
C 5.56 2.68 7.55 -0.153
C 4.55 1.73 7.59 -0.090
H 3.81 0.02 8.68 0.103
H 5.67 0.10 10.35 0.098
H 7.39 1.89 10.13 0.098
H 5.58 3.44 6.77 0.041
H 3.76 1.73 6.85 0.032
C -5.62 -4.23 -2.03 -0.078
C -4.59 -4.19 -1.10 -0.072
C -3.63 -3.20 -1.23 -0.147
N -3.63 -2.27 -2.21 0.054
C -4.64 -2.33 -3.10 -0.153
C -5.65 -3.28 -3.05 -0.070
H -6.39 -4.99 -1.97 0.086
H -4.53 -4.91 -0.30 0.096
H -2.81 -3.13 -0.52 0.100
H -4.62 -1.58 -3.88 0.085
H -6.44 -3.29 -3.80 0.076
C 6.18 -1.54 2.80 -0.125
C 6.45 -2.80 2.26 -0.077
C 6.53 -3.87 3.13 -0.150
N 6.36 -3.77 4.47 0.056
C 6.11 -2.54 4.96 -0.147
C 6.00 -1.41 4.17 -0.078
H 6.11 -0.67 2.15 -0.056
H 6.59 -2.93 1.20 0.100
H 6.73 -4.87 2.76 0.101
H 5.98 -2.49 6.04 0.103
H 5.79 -0.44 4.62 0.093
C 2.67 -1.10 -5.27 -0.074
C 3.73 -2.00 -5.20 -0.079
C 3.67 -3.15 -5.97 -0.154
N 2.64 -3.45 -6.79 0.051
C 1.63 -2.56 -6.84 -0.150
C 1.59 -1.39 -6.11 -0.070
H 2.68 -0.19 -4.68 0.106
H 4.58 -1.80 -4.55 0.100
H 4.48 -3.87 -5.95 0.100
H 0.81 -2.83 -7.50 0.096
H 0.75 -0.71 -6.19 0.077
C 5.42 8.98 4.33 -0.076
C 5.32 7.73 3.73 -0.081
C 4.54 7.61 2.59 -0.157
N 3.86 8.63 2.03 0.050
C 3.97 9.84 2.63 -0.155
C 4.73 10.06 3.77 -0.079
H 6.02 9.12 5.22 0.107
H 5.84 6.87 4.13 0.070
H 4.43 6.65 2.08 0.081
H 3.41 10.64 2.17 0.100
H 4.79 11.05 4.22 0.101
C -7.48 -9.84 -0.86 -0.081
C -6.45 -9.80 0.07 -0.078
C -5.49 -8.81 -0.05 -0.148
N -5.50 -7.88 -1.03 0.059
C -6.51 -7.95 -1.92 -0.156
C -7.52 -8.90 -1.88 -0.076
H -8.25 -10.60 -0.79 0.105
H -6.40 -10.53 0.88 0.101
H -4.67 -8.74 0.65 0.102
H -6.49 -7.19 -2.70 0.093
H -8.31 -8.90 -2.62 0.102
C -8.54 -2.95 -8.79 -0.079
C -9.47 -3.19 -7.78 -0.077
C -9.03 -3.18 -6.47 -0.147
N -7.75 -2.96 -6.11 0.051
C -6.87 -2.74 -7.10 -0.148
C -7.21 -2.73 -8.45 -0.076
H -8.84 -2.95 -9.83 0.106
H -10.51 -3.37 -8.02 0.102
H -9.72 -3.35 -5.65 0.102
H -5.84 -2.57 -6.79 0.098
H -6.46 -2.54 -9.21 0.101
```

Results
Largest force on an atom, hartree/bohr: 0.2457
Structure (SMILES): C[C@@H](O)CO[C@](C#N)(CCCNCc1ccccc1O)[C@H](C#N)CC(=O)I.c1ccncc1.c1ccncc1.c1ccncc1.c1ccncc1.c1ccncc1.c1ccncc1.c1ccncc1.c1ccncc1
Orbital gap, eV: 7.385
LUMO, eV: -0.760

***

Entry 2:
Entry from the OMol25 dataset: a structure of composition C59H67CdCl3GeN3O4SSeSiTe (ωB97M-V with the def2-TZVPD basis set).

```
142
Properties=species:S:1:pos:R:3:lowdin_spin:R:1
Cd -0.94 -1.99 -0.14 0.015
Cl -5.71 -8.01 -2.54 0.000
C -4.52 -6.72 -2.63 0.000
C -3.77 -6.39 -1.51 0.000
C -2.84 -5.38 -1.61 0.000
Cl -1.92 -4.96 -0.18 0.000
C -2.57 -4.62 -2.79 0.000
O -1.73 -3.69 -2.85 0.000
C -3.40 -5.03 -3.89 0.000
Cl -3.22 -4.15 -5.39 0.000
C -4.34 -6.04 -3.82 0.000
H -3.92 -6.91 -0.58 0.000
H -4.94 -6.27 -4.69 0.000
C -4.09 0.01 0.68 0.003
Si -3.25 -1.05 -0.65 0.008
C -3.08 0.06 -2.16 0.003
C -4.63 -2.29 -1.03 0.002
H -5.04 0.38 0.29 0.000
H -3.50 0.88 0.98 0.000
H -4.30 -0.57 1.58 0.001
H -3.99 0.63 -2.37 0.000
H -2.85 -0.56 -3.03 0.000
H -2.25 0.76 -2.03 0.000
H -5.59 -1.77 -1.03 0.000
H -4.68 -3.09 -0.29 0.000
H -4.50 -2.77 -2.01 0.000
C -0.50 -0.79 -8.10 0.000
Ge -0.18 -0.44 -6.18 0.000
C -1.67 0.57 -5.44 0.000
C 1.43 0.65 -6.00 0.000
C -0.06 -2.18 -5.28 0.000
Se 0.69 -1.99 -3.49 0.000
C 2.56 -1.89 -4.05 0.000
H -0.57 0.15 -8.66 0.000
H -1.44 -1.33 -8.23 0.000
H 0.31 -1.38 -8.52 0.000
H -1.85 1.48 -6.02 0.000
H -1.42 0.85 -4.42 0.000
H -2.58 -0.03 -5.43 0.000
H 1.27 1.61 -6.50 0.000
H 2.31 0.18 -6.42 0.000
H 1.59 0.84 -4.93 0.000
H 0.51 -2.92 -5.84 0.000
H -1.07 -2.56 -5.12 0.000
H 2.59 -1.75 -5.12 0.000
H 3.07 -2.81 -3.78 0.000
H 3.05 -1.04 -3.57 0.000
C -3.76 6.21 4.02 0.000
C -3.09 4.89 3.73 -0.002
C -2.39 4.68 2.55 0.007
C -1.76 3.47 2.27 0.020
C -1.10 3.30 0.92 0.006
C -1.81 2.43 3.22 0.131
Te -0.97 0.49 2.48 0.253
N -0.48 -1.66 2.16 0.405
C -0.23 -2.74 2.87 0.033
O -0.03 -3.86 2.36 0.044
C -0.09 -2.65 4.38 0.006
C 0.97 -3.32 4.98 0.001
C 1.14 -3.28 6.36 0.001
C 0.23 -2.59 7.15 -0.001
C -0.84 -1.94 6.56 0.000
C -1.00 -1.97 5.18 0.001
C 1.05 0.83 3.06 0.002
C 1.97 0.49 2.06 0.003
C 3.34 0.55 2.30 -0.001
C 3.80 0.97 3.53 0.002
C 2.89 1.33 4.52 0.000
C 1.51 1.25 4.31 0.002
C 0.60 1.57 5.46 0.002
C -2.58 2.60 4.38 0.007
C -2.81 1.50 5.39 0.011
C -3.19 3.83 4.63 0.003
H -3.57 6.92 3.22 0.000
H -3.38 6.64 4.95 0.000
H -4.84 6.09 4.12 0.000
H -2.34 5.47 1.81 0.001
H -1.02 4.26 0.41 0.000
H -1.67 2.62 0.29 0.000
H -0.09 2.88 1.00 0.002
H 1.66 -3.87 4.36 0.000
H 1.97 -3.79 6.82 0.000
H 0.35 -2.57 8.23 0.000
H -1.57 -1.41 7.17 0.000
H -1.83 -1.46 4.71 0.005
H 1.60 0.22 1.08 0.000
H 4.03 0.28 1.51 0.000
H 4.86 1.02 3.73 0.000
H 3.25 1.66 5.49 0.000
H 1.17 1.80 6.36 0.000
H -0.05 0.72 5.67 0.001
H -0.04 2.43 5.23 0.000
H -2.37 0.56 5.05 0.012
H -3.88 1.35 5.54 0.000
H -2.37 1.75 6.36 0.000
H -3.76 3.96 5.54 0.000
S 3.29 -3.92 0.92 0.000
C 1.96 -2.86 0.61 0.002
N 1.17 -3.20 -0.34 0.002
C 1.56 -4.42 -0.90 0.000
C 0.88 -5.10 -1.92 0.000
C 1.40 -6.30 -2.35 0.000
C 2.57 -6.84 -1.79 0.000
C 3.24 -6.18 -0.78 0.000
C 2.71 -4.96 -0.34 0.000
H 1.83 -1.96 1.20 0.001
H -0.01 -4.66 -2.34 0.000
H 0.88 -6.85 -3.13 0.000
H 2.95 -7.79 -2.15 0.000
H 4.14 -6.58 -0.35 0.000
C 0.60 7.39 -0.04 0.000
C 1.39 6.14 0.25 0.000
C 1.70 5.82 1.57 0.000
C 2.38 4.65 1.86 0.000
C 2.78 3.80 0.85 0.000
C 2.50 4.12 -0.48 0.000
N 3.00 3.35 -1.51 0.000
C 3.58 2.06 -1.35 0.000
C 4.96 1.95 -1.44 0.000
C 5.60 0.73 -1.30 0.000
C 4.83 -0.40 -1.05 0.000
C 3.45 -0.29 -0.98 0.000
C 2.79 0.92 -1.15 0.000
C 1.27 0.87 -1.35 0.000
O 0.84 1.56 -2.28 0.000
O 0.64 0.07 -0.60 0.001
C 1.78 5.29 -0.79 0.000
C 1.44 5.55 -2.23 0.000
H 0.41 7.94 0.89 0.000
H -0.37 7.16 -0.49 0.000
H 1.13 8.06 -0.72 0.000
H 1.39 6.48 2.37 0.000
H 2.59 4.38 2.89 0.000
H 3.32 2.89 1.08 0.000
H 3.02 3.74 -2.43 0.000
H 5.54 2.86 -1.61 0.000
H 6.68 0.66 -1.38 0.000
H 5.30 -1.38 -0.94 0.000
H 2.84 -1.17 -0.85 0.000
H 1.00 4.66 -2.68 0.000
H 2.33 5.82 -2.82 0.000
H 0.73 6.37 -2.34 0.000
```

Results
Largest force on an atom, hartree/bohr: 0.0120
Relative energy (zero: lowest compared OMol25 entry of this formula, charge and spin), kcal/mol: 2.7
Orbital gap (alpha / beta), eV: 6.152 / 5.937
Total charge: -2
Spin multiplicity: 2
LUMO (alpha / beta), eV: 3.641 / 3.447

***

Entry 3:
Entry from the OMol25 dataset: a structure of composition C59H71AsBBrCdN8O2P2 in a non-equilibrium geometry (ωB97M-V with the def2-TZVPD basis set).

```
146
Properties=species:S:1:pos:R:3:lowdin_charge:R:1
Cd -0.52 0.42 -0.58 1.332
C -4.04 3.97 1.81 -0.091
C -2.87 3.29 1.08 -0.695
C -2.45 4.13 -0.14 -0.106
C -1.68 3.22 2.05 -0.124
P -3.17 1.55 0.43 1.084
C -3.10 0.52 1.98 -0.318
N -1.77 -0.01 2.28 -0.050
B -0.61 -0.17 1.44 -0.650
N 0.35 -0.88 2.25 -0.029
C 1.72 -1.30 2.00 -0.311
P 2.23 -1.29 0.20 1.102
C 4.09 -1.05 0.41 -0.702
C 4.68 -1.10 -1.00 -0.103
C 4.84 -2.01 1.35 -0.087
C 4.23 0.38 0.95 -0.113
C 1.86 -3.06 -0.36 -0.694
C 1.66 -2.96 -1.88 -0.112
C 0.52 -3.47 0.27 -0.106
C 2.89 -4.14 -0.05 -0.089
C -0.21 -1.11 3.50 -0.179
C 0.31 -1.74 4.63 -0.018
C -0.50 -1.85 5.76 -0.105
C -1.80 -1.35 5.76 -0.105
C -2.32 -0.71 4.64 -0.022
C -1.52 -0.59 3.52 -0.201
C -5.00 1.34 -0.01 -0.706
C -5.12 -0.07 -0.61 -0.118
C -6.00 1.49 1.13 -0.087
C -5.30 2.35 -1.13 -0.103
H -3.69 4.93 2.21 0.089
H -4.40 3.37 2.64 0.077
H -4.87 4.18 1.14 0.064
H -2.17 5.14 0.17 0.083
H -3.25 4.20 -0.87 0.065
H -1.59 3.68 -0.63 0.054
H -1.37 4.24 2.30 0.081
H -0.84 2.70 1.59 0.010
H -1.93 2.71 2.98 0.083
H -3.80 -0.31 1.85 0.076
H -3.46 1.11 2.83 0.084
H 1.87 -2.30 2.42 0.081
H 2.40 -0.62 2.52 0.086
H 4.60 -2.09 -1.45 0.060
H 5.74 -0.83 -0.97 0.088
H 4.17 -0.38 -1.65 0.079
H 5.05 -2.96 0.88 0.060
H 4.29 -2.19 2.28 0.074
H 5.80 -1.55 1.62 0.087
H 3.51 1.04 0.48 0.042
H 5.23 0.76 0.72 0.093
H 4.11 0.43 2.03 0.079
H 0.84 -2.28 -2.12 0.058
H 1.42 -3.94 -2.30 0.087
H 2.57 -2.59 -2.37 0.066
H -0.21 -2.67 0.21 0.037
H 0.64 -3.75 1.32 0.086
H 0.12 -4.33 -0.28 0.069
H 3.82 -3.98 -0.59 0.067
H 2.48 -5.11 -0.36 0.077
H 3.10 -4.20 1.02 0.077
H 1.32 -2.13 4.64 0.103
H -0.11 -2.33 6.65 0.096
H -2.41 -1.46 6.65 0.096
H -3.34 -0.33 4.65 0.104
H -5.06 -0.85 0.15 0.066
H -4.33 -0.26 -1.34 0.058
H -6.08 -0.16 -1.12 0.087
H -5.74 0.85 1.98 0.073
H -6.99 1.18 0.77 0.088
H -6.08 2.52 1.47 0.056
H -4.59 2.24 -1.95 0.085
H -5.26 3.38 -0.77 0.058
H -6.31 2.17 -1.52 0.087
C -3.03 -3.32 1.58 0.015
C -2.86 -3.16 0.11 -0.375
N -2.49 -2.06 -0.50 0.078
C -2.43 -2.37 -1.85 -0.142
C -2.77 -3.67 -2.04 -0.044
N -3.05 -4.18 -0.79 -0.007
C -3.51 -5.52 -0.49 -0.071
N -2.96 -6.48 -1.39 -0.073
N -3.67 -6.84 -2.50 0.061
N -2.96 -7.63 -3.20 0.074
C -1.74 -7.82 -2.58 -0.227
C -0.63 -8.58 -2.95 -0.010
C 0.46 -8.56 -2.10 -0.082
C 0.45 -7.81 -0.90 -0.080
C -0.64 -7.06 -0.53 -0.018
C -1.73 -7.07 -1.40 -0.170
H -2.69 -2.41 2.07 0.062
H -2.44 -4.15 1.97 0.083
H -4.08 -3.49 1.85 0.090
H -2.15 -1.63 -2.58 0.083
H -2.85 -4.27 -2.94 0.113
H -4.59 -5.59 -0.56 0.141
H -3.21 -5.77 0.53 0.131
H -0.63 -9.15 -3.87 0.116
H 1.34 -9.13 -2.35 0.104
H 1.32 -7.84 -0.26 0.105
H -0.64 -6.48 0.39 0.105
Br 2.19 -1.26 -7.38 0.733
C 1.18 0.10 -6.55 -0.669
C 0.58 1.08 -7.32 -0.192
N -0.15 2.06 -6.78 0.071
C -0.31 2.07 -5.46 -0.084
C 0.26 1.13 -4.61 -0.120
C 1.02 0.11 -5.18 -0.054
C 0.00 1.12 -3.13 -0.681
O 0.86 1.57 -2.34 -0.127
O -1.09 0.59 -2.76 -0.138
H 0.68 1.09 -8.40 0.102
H -0.91 2.88 -5.05 0.123
H 1.49 -0.64 -4.55 0.114
C 0.31 7.82 -0.68 -0.094
C 0.27 7.32 0.62 -0.090
C 0.66 6.01 0.87 -0.122
C 1.10 5.19 -0.17 -0.375
C 1.13 5.70 -1.47 -0.108
C 0.74 7.01 -1.72 -0.085
As 1.58 3.31 0.13 1.348
C 3.35 3.44 -0.66 -0.336
C 3.68 3.26 -1.99 -0.097
C 5.00 3.41 -2.40 -0.079
C 5.98 3.72 -1.47 -0.081
C 5.66 3.86 -0.13 -0.030
C 4.35 3.70 0.29 -0.214
C 3.87 3.72 1.69 -0.206
C 4.68 3.80 2.82 -0.027
C 4.13 3.72 4.09 -0.081
C 2.75 3.56 4.24 -0.084
C 1.94 3.47 3.12 -0.099
C 2.49 3.56 1.85 -0.329
H 0.01 8.85 -0.88 0.100
H -0.06 7.94 1.44 0.102
H 0.64 5.63 1.88 0.086
H 1.46 5.08 -2.28 0.094
H 0.77 7.40 -2.73 0.102
H 2.91 2.99 -2.71 0.087
H 5.26 3.27 -3.44 0.102
H 7.01 3.84 -1.79 0.101
H 6.44 4.08 0.59 0.105
H 5.76 3.90 2.71 0.106
H 4.77 3.78 4.96 0.102
H 2.32 3.48 5.23 0.102
H 0.87 3.32 3.25 0.086
```

Results
Largest force on an atom, hartree/bohr: 0.0202
Relative energy (zero: lowest compared OMol25 entry of this formula, charge and spin), kcal/mol: 10.2
Orbital gap, eV: 7.671
LUMO, eV: 0.203